(1)
The following is a quantum chemistry calculation of a molecular structure, C52H60CrF5NO2P3SeSi, from the Open Molecules 2025 dataset.

Properties
LUMO level (spin up / spin down), eV: -0.30 / 0.04
E_HOMO (spin up / spin down), eV: -7.423 / -7.518
Orbital gap (spin up / spin down), Eh: 0.262 / 0.278

```
! RIJCOSX wB97M-V def2-TZVPD def2/J DEFGRID3
* xyz 0 4
C -4.19 -3.41 -0.47
C 0.09 4.51 1.81
C 1.03 4.08 -0.48
H -3.16 -3.56 -3.78
C 3.66 2.24 -5.69
C 4.11 -2.44 1.88
C -0.73 -2.99 2.65
H -4.52 -2.37 -0.51
C -0.61 -4.35 2.89
C -2.60 0.28 -4.13
H 0.03 -3.60 -4.71
C 0.16 1.38 2.73
H -2.30 -0.66 3.86
H -0.27 2.48 5.92
C 0.34 2.13 3.90
H -2.58 3.23 -3.67
C -3.99 -0.41 1.29
H -3.88 -0.80 2.30
H -0.51 4.13 2.64
H 2.99 2.83 0.52
H 0.66 -5.09 -1.34
C 4.13 3.56 -3.76
O 2.08 -3.60 0.18
H -1.20 3.47 -1.61
H 3.78 0.34 2.04
Si -1.10 -0.63 1.10
H 1.03 4.90 2.21
H -0.97 2.48 -4.40
H 2.00 4.51 -0.20
C -1.15 -3.42 0.31
H -3.78 -3.60 0.52
C 2.83 2.16 1.37
C -1.35 0.61 -3.32
H 1.49 -3.77 -2.13
H 5.81 -2.41 3.16
H 3.13 2.26 3.52
C -2.84 3.24 -0.22
Cr 0.52 0.12 -0.50
H 0.01 1.11 -4.91
H -4.12 -2.31 -2.97
C 4.18 3.40 -5.13
H -3.23 4.42 -2.55
H -6.42 0.37 -0.92
C 3.10 1.27 -4.88
C -0.61 -3.87 -2.66
C -2.85 -0.17 0.52
C 1.96 -0.67 4.97
F 2.61 0.19 -5.49
C 0.31 3.47 0.72
C -1.04 -4.79 0.58
C -1.38 0.88 5.00
H 1.07 2.92 3.93
H -0.45 5.35 1.37
C -3.20 -3.69 -1.59
H -0.37 -4.70 3.89
H -4.46 0.84 -2.31
N 2.07 -1.47 2.72
H 0.40 1.92 -3.41
H 1.21 3.35 -1.27
H 0.91 -0.47 4.80
C 2.56 -0.40 6.17
H 5.72 -1.48 5.50
C 4.07 -1.55 4.11
C 0.71 -4.52 -2.26
C -0.42 1.89 5.03
P 1.02 1.82 1.16
H -0.68 3.17 0.37
C 3.04 1.40 -3.50
H -0.79 -0.32 -3.22
C 3.26 2.89 2.64
C -5.43 0.24 -0.51
F 4.63 4.66 -3.20
C 4.67 -1.25 5.35
C -1.56 0.13 3.85
H -6.13 -0.35 1.43
C -0.77 -5.26 1.86
C -5.27 -0.17 0.80
H -0.58 -2.30 3.47
H -1.99 0.69 5.88
F 3.70 2.08 -7.02
H 1.99 0.03 6.98
C -0.80 0.35 2.70
O 1.41 -1.50 -0.17
H -1.28 -2.51 -4.25
C 3.57 2.56 -2.98
H 0.43 4.89 -0.89
C 2.74 -2.05 1.77
H 4.32 3.12 2.57
H 1.02 -5.19 -3.07
H -2.49 2.68 0.65
H -3.19 -0.51 -3.66
H -0.68 -6.32 2.03
H -3.91 3.03 -0.31
C -3.03 3.36 -2.69
F 3.60 2.77 -1.65
H 3.45 0.36 0.29
H 4.76 1.33 0.96
C 3.74 0.96 1.15
C -3.03 0.34 -0.78
P -1.54 -2.83 -1.39
C 2.70 -1.24 3.91
H -1.17 -5.50 -0.23
C -3.83 -3.36 -2.94
C -0.37 -2.99 -3.89
C -0.43 1.60 -4.05
H -5.08 -4.04 -0.60
C -1.02 -2.50 1.37
H -3.24 1.15 -4.29
H 4.58 -2.93 1.05
C -2.13 2.90 -1.54
C 3.93 -0.69 6.36
H 0.37 -2.22 -3.67
C 2.02 -2.43 0.51
P -1.56 1.11 -1.56
H -2.73 4.31 -0.01
H 2.73 3.83 2.81
H -2.30 -0.08 -5.12
H 4.40 -0.47 7.31
C -4.32 0.50 -1.30
C 4.77 -2.16 3.04
H -1.31 -4.66 -2.93
Se 2.34 -0.03 -2.44
F 4.71 4.34 -5.90
H -3.99 2.85 -2.68
H -2.96 -4.76 -1.57
H -4.73 -3.96 -3.09
*
```



(2)
The following is a quantum chemistry calculation of 3 unconnected molecules or ions with the total composition C52H63BrClN5O8PS in a non-equilibrium geometry, from the Open Molecules 2025 dataset.

Properties
LUMO level, eV: -4.26
E_HOMO, eV: -11.391
Orbital gap, Eh: 0.262

```
! RIJCOSX wB97M-V def2-TZVPD def2/J DEFGRID3
* xyz 1 1
O 1.59 -4.18 7.74
C -9.04 2.01 -1.94
C 4.65 10.08 0.03
H 3.32 11.76 -0.09
H -1.41 -5.32 -3.61
H -2.22 -7.95 -6.96
H -3.86 3.75 -0.76
C 5.92 9.63 0.41
H 4.95 13.35 0.90
H -2.14 -0.08 5.29
N 1.07 2.68 -0.19
C -2.99 2.18 0.72
C -0.28 -2.16 7.22
S -3.22 0.77 -1.84
C 2.78 -5.83 5.82
C -0.04 2.22 0.38
C -1.17 -1.15 6.88
C -3.15 -9.92 -7.56
H -3.90 -8.32 -5.08
H -5.76 1.52 0.36
H 7.20 12.57 1.56
H 3.36 -7.06 2.71
C 6.49 11.87 1.13
C 4.30 11.41 0.21
H 7.28 5.71 0.02
N -0.81 1.19 -0.39
H -2.66 -10.95 -7.67
H -2.37 3.36 2.57
H 0.96 -1.21 -1.32
H -1.28 -9.45 -6.44
C 2.96 -6.42 3.49
H -1.07 -1.41 3.50
H -2.14 -1.54 -0.58
C -7.36 3.68 -1.69
C -1.81 -8.38 -4.05
O 5.45 7.41 -0.20
C 5.22 12.31 0.76
C -5.60 2.57 -0.04
H -4.64 -10.87 -6.12
C 7.65 7.76 0.57
H -1.29 -4.55 -0.65
H -4.48 1.56 2.25
C -1.45 -0.88 5.55
O -9.75 2.32 -2.94
O -3.04 -1.23 2.10
H 2.02 5.60 -0.96
C 6.28 8.21 0.23
C -1.04 -1.44 -0.32
H 0.89 -3.67 -0.55
C 9.30 6.01 0.67
H -1.74 -3.48 -2.13
H -8.84 0.92 -1.64
C 0.04 -2.65 4.87
H -7.11 4.57 -0.98
C -2.44 -7.56 -2.80
C -0.75 -5.51 -2.68
C 1.89 -4.81 5.49
H -3.18 -6.78 -3.20
C -3.49 1.15 1.80
Cl -1.70 4.79 0.63
H -0.51 1.92 2.41
H -1.60 -6.68 -0.89
N -0.59 2.63 1.67
H 4.07 4.62 -0.04
H 3.05 -6.01 6.86
H -1.22 -9.26 -3.62
O 3.73 3.74 0.27
H -3.21 -10.01 -4.66
C 0.34 -2.91 6.21
H -3.29 -9.44 -8.60
C 9.88 8.25 1.34
H 1.15 -3.58 -2.37
C -1.23 -6.87 -1.97
C 10.24 6.92 1.14
H 10.62 8.95 1.72
H -1.11 -7.70 -4.64
P 2.05 3.91 0.68
C 8.00 6.42 0.39
H -2.99 -8.35 -2.16
C 0.40 -3.35 -1.52
H -6.37 3.23 0.52
C -1.96 3.19 1.51
H 2.37 1.94 -1.54
N 1.38 2.19 -1.47
C 1.30 -3.98 6.57
H 0.34 -5.63 -3.03
C 2.09 -5.39 3.16
C 0.65 -3.46 3.79
C 8.58 8.67 1.07
H -7.49 4.14 -2.72
H -2.02 2.70 -1.15
C -0.85 -1.63 4.54
C -2.33 -9.00 -6.53
O 9.01 10.86 1.79
C -2.96 -8.96 -5.04
O 0.40 -3.23 2.62
H -1.65 -0.57 7.67
C -4.16 3.22 0.22
H -5.27 3.15 -2.27
H 1.82 -5.22 2.12
H -2.76 1.19 2.70
H -4.30 3.98 1.09
H 0.55 -0.16 0.51
C -0.97 -4.24 -1.71
H 3.99 -7.44 5.08
H -6.32 1.64 -1.98
C -4.67 -10.16 -7.01
N 1.54 5.45 -0.05
O -8.54 3.07 -1.13
H -0.83 -2.26 0.47
H -0.37 -1.41 -2.56
C 3.31 -6.64 4.82
H -5.26 -10.65 -7.86
H -0.06 -2.37 8.26
H -0.98 0.06 1.46
H 1.81 6.25 0.55
C -3.74 -0.37 1.49
H 1.08 2.85 -2.20
C 6.84 10.53 0.94
H -2.37 0.07 -2.69
H 9.58 4.97 0.52
H -0.31 -7.56 -1.88
H -5.16 -9.15 -6.79
H 3.93 9.39 -0.40
C -0.61 -0.06 0.37
C -6.07 2.69 -1.60
H 11.26 6.59 1.35
C 8.20 10.08 1.31
C -0.03 -1.78 -1.54
C -2.19 1.70 -0.56
Br -5.13 -1.22 0.35
C 1.56 -4.57 4.16
*
```